Model A:
Below is a cluster of 2 separate species, C8H12N2O in total, with properties calculated with the ωB97M-V functional and the def2-TZVPD basis.

ORCA input file:
```
! wB97M-V def2-TZVPD RIJCOSX def2/J DEFGRID3
* xyz 0 1
C 2.26 -0.93 0.77
C 2.81 -1.93 -0.09
C 0.90 -1.18 0.55
C -0.96 0.43 0.98
C -0.84 1.74 0.45
C -2.16 2.60 0.37
C 0.15 2.00 -0.67
C -0.48 -2.75 -0.80
N 1.90 -2.70 -0.69
N 0.73 -2.25 -0.22
O -0.45 1.38 1.78
H 2.86 -0.26 1.28
H 3.80 -2.29 -0.25
H -1.83 -0.09 1.22
H -2.93 2.07 -0.02
H -2.02 3.44 -0.24
H -2.42 3.04 1.42
H -0.01 1.20 -1.44
H 1.20 1.95 -0.29
H 0.04 2.99 -1.14
H -1.04 -3.39 -0.18
H -1.10 -1.82 -1.03
H -0.41 -3.26 -1.73
*
```

Values from the calculation:
**Kohn-Sham gap (alpha / beta)**: 8.680 / 8.677 eV
**M**: 152.20 u
**Highest occupied orbital energy (alpha / beta)**: -8.68 / -8.68 eV

***

Model B:
Below is an isolated molecule of C8H12N2O, with properties calculated with the ωB97M-V functional and the def2-TZVPD basis.

ORCA input file:
```
! wB97M-V def2-TZVPD RIJCOSX def2/J DEFGRID3
* xyz 0 1
C 0.13 -1.58 -1.65
C 0.63 -2.04 0.67
C 0.81 -2.33 -0.70
C -0.63 0.68 0.21
C 1.30 -3.01 1.55
C 0.80 0.88 -0.19
C -2.82 1.71 0.90
C -1.65 1.74 -0.03
N -0.51 -1.15 -2.47
N -0.27 -1.28 1.40
O -1.03 -0.32 0.84
H 1.68 -2.87 -0.90
H 0.99 -4.07 1.66
H 1.40 -2.66 2.55
H 2.28 -3.04 1.25
H 1.01 1.88 -0.47
H 1.08 0.20 -0.99
H 1.42 0.58 0.58
H -3.61 2.43 0.56
H -2.52 1.75 1.92
H -3.38 0.84 0.67
H -1.11 2.70 -0.01
H -1.92 1.69 -1.11
*
```

Values from the calculation:
**Kohn-Sham gap (alpha / beta)**: 7.557 / 7.557 eV
**M**: 152.20 u
**Highest occupied orbital energy (alpha / beta)**: -7.68 / -7.68 eV

***

Model C:
Below is a cluster of 2 separate species, C8H12N2O in total, with properties calculated with the ωB97M-V functional and the def2-TZVPD basis.

ORCA input file:
```
! wB97M-V def2-TZVPD RIJCOSX def2/J DEFGRID3
* xyz 0 1
C 0.06 0.17 1.55
C -0.07 1.41 1.05
C 0.86 1.40 -0.10
C -0.72 -3.09 -0.38
C -0.86 -1.80 -0.27
C -0.56 2.57 1.78
C -1.67 -0.85 -0.99
C 2.04 -0.18 -1.34
N 0.80 -0.67 0.86
N 1.34 0.11 -0.11
O 1.28 2.29 -0.84
H -0.33 -0.29 2.40
H -0.20 -3.69 0.32
H -1.10 -3.51 -1.24
H -1.02 3.23 1.01
H 0.35 3.13 2.36
H -1.30 2.42 2.57
H -1.50 0.31 -0.73
H -2.63 -1.10 -0.73
H -1.50 -0.77 -2.07
H 3.03 -0.77 -1.26
H 1.47 -0.97 -1.93
H 2.24 0.65 -1.90
*
```

Values from the calculation:
**Kohn-Sham gap (alpha / beta)**: 7.958 / 6.868 eV
**M**: 152.20 u
**Highest occupied orbital energy (alpha / beta)**: -8.19 / -8.00 eV

***

Name the most stable of them. model B.

***

Model A:
Below is a cluster of 2 separate species, C6H15NO in total, with properties calculated with the ωB97M-V functional and the def2-TZVPD basis.

ORCA input file:
```
! wB97M-V def2-TZVPD RIJCOSX def2/J DEFGRID3
* xyz -1 2
C 0.11 -2.75 1.18
C -0.24 -1.40 0.56
C 0.50 -0.29 1.35
C 0.28 1.02 0.68
C 1.07 1.66 -0.17
C 0.64 2.70 -1.20
N -1.69 -1.27 0.46
H -0.34 -3.55 0.59
H 1.18 -2.89 1.02
H -0.16 -2.94 2.21
H 0.13 -1.45 -0.47
H 1.54 -0.58 1.24
H 0.16 -0.26 2.39
H -0.61 1.57 0.99
H 2.10 1.35 -0.35
H -0.37 2.98 -0.91
H 1.43 3.45 -1.16
H 0.86 2.24 -2.17
H -2.17 -1.58 1.29
H -2.00 -0.33 0.24
H -0.29 0.36 -2.13
H -1.00 1.15 -3.25
O -1.13 0.79 -2.36
*
```

Values from the calculation:
**Kohn-Sham gap (alpha / beta)**: 2.433 / 8.930 eV
**M**: 117.19 u
**Highest occupied orbital energy (alpha / beta)**: 1.11 / -5.44 eV

***

Model B:
Below is a cluster of 2 separate species, C6H15NO in total, with properties calculated with the ωB97M-V functional and the def2-TZVPD basis.

ORCA input file:
```
! wB97M-V def2-TZVPD RIJCOSX def2/J DEFGRID3
* xyz -1 2
C 0.90 -0.89 2.37
N 1.02 0.09 1.25
C 0.67 1.52 1.51
C -0.56 1.69 0.63
C -0.33 0.84 -0.64
C 0.27 -0.44 0.12
C 1.36 -1.10 -0.79
H -0.15 -1.45 2.29
H 1.50 -1.63 1.88
H 1.28 -0.51 3.33
H 1.61 2.10 1.29
H 0.36 1.71 2.63
H -1.53 1.24 1.05
H -0.88 2.74 0.47
H 0.38 1.26 -1.30
H -1.15 0.54 -1.18
H -0.50 -1.14 0.40
H 2.44 -0.97 -0.41
H 1.21 -2.14 -0.90
H 1.51 -0.43 -1.65
H -3.89 -0.93 -3.87
H -2.58 -1.31 -4.62
O -2.92 -0.80 -3.87
*
```

Values from the calculation:
**Kohn-Sham gap (alpha / beta)**: 1.919 / 8.693 eV
**M**: 117.19 u
**Highest occupied orbital energy (alpha / beta)**: 1.25 / -5.62 eV

***

Name the most stable of them. model A.

***

Model A:
Below is an isolated molecule of C2H2S, with properties calculated with the ωB97M-V functional and the def2-TZVPD basis.

ORCA input file:
```
! wB97M-V def2-TZVPD RIJCOSX def2/J DEFGRID3
* xyz 0 1
C 0.43 -0.50 -0.21
C -0.40 0.25 0.48
S -0.19 1.18 -0.93
H 0.88 -1.33 -0.77
H -0.71 0.40 1.42
*
```

Values from the calculation:
**Kohn-Sham gap**: 8.641 eV
**SMILES string**: C1=CS1
**M**: 58.11 u
**Highest occupied orbital energy**: -7.75 eV

***

Model B:
Below is a structure of composition C2H2S, with properties calculated with the ωB97M-V functional and the def2-TZVPD basis.

ORCA input file:
```
! wB97M-V def2-TZVPD RIJCOSX def2/J DEFGRID3
* xyz 0 1
C -0.16 -0.58 0.13
C -0.13 0.69 0.08
S 1.58 -0.03 -0.07
H -0.76 -1.75 -0.28
H -0.52 1.68 0.13
*
```

Values from the calculation:
**Kohn-Sham gap**: 8.248 eV
**M**: 58.11 u
**Highest occupied orbital energy**: -7.86 eV

***

Name the most stable of them. model A.

***

Model A:
Below is an isolated molecule of C6H15N, with properties calculated with the ωB97M-V functional and the def2-TZVPD basis.

ORCA input file:
```
! wB97M-V def2-TZVPD RIJCOSX def2/J DEFGRID3
* xyz 0 1
C 0.61 -3.14 0.02
C 0.39 -1.63 0.23
N 0.55 -0.70 -0.94
C 0.32 0.75 -0.67
C 1.14 1.42 0.46
C -1.23 0.83 -0.43
C -1.66 2.21 0.10
H -0.15 -3.54 -0.66
H 1.66 -3.28 -0.23
H 0.45 -3.58 1.04
H -0.68 -1.73 0.45
H 0.71 -1.04 1.10
H 1.57 -0.70 -1.04
H 0.66 1.26 -1.57
H 0.88 1.24 1.50
H 0.76 2.46 0.44
H 2.22 1.42 0.38
H -1.40 0.02 0.28
H -1.63 0.28 -1.29
H -2.75 2.29 0.23
H -1.18 2.99 -0.52
H -1.25 2.17 1.12
*
```

Values from the calculation:
**Kohn-Sham gap**: 10.012 eV
**SMILES string**: CCN[C@H](C)CC
**M**: 101.19 u
**Highest occupied orbital energy**: -8.94 eV

***

Model B:
Below is an isolated molecule of C6H15N, with properties calculated with the ωB97M-V functional and the def2-TZVPD basis.

ORCA input file:
```
! wB97M-V def2-TZVPD RIJCOSX def2/J DEFGRID3
* xyz 0 1
C -1.81 1.12 1.91
C -0.97 -0.15 1.99
C 0.49 0.12 1.66
C 1.03 -0.25 0.25
N 0.33 0.52 -0.80
C 0.70 0.23 -2.16
C 0.76 -1.24 -2.63
H -2.80 0.85 2.29
H -1.44 1.93 2.52
H -1.90 1.56 0.92
H -1.00 -0.72 2.93
H -1.37 -0.88 1.28
H 0.59 1.23 1.67
H 1.30 -0.13 2.33
H 0.77 -1.28 -0.04
H 2.08 0.02 0.32
H -0.67 0.62 -0.68
H -0.17 0.58 -2.71
H 1.57 0.73 -2.61
H 1.10 -1.20 -3.68
H -0.17 -1.79 -2.53
H 1.58 -1.87 -2.24
*
```

Values from the calculation:
**Kohn-Sham gap**: 9.530 eV
**SMILES string**: CCCCNCC
**M**: 101.19 u
**Highest occupied orbital energy**: -8.37 eV

***

Name the most stable of them. model B.

***

Model A:
Below is a structure of composition C20H45Li4N3O12, with properties calculated with the ωB97M-V functional and the def2-TZVPD basis.

ORCA input file:
```
! wB97M-V def2-TZVPD RIJCOSX def2/J DEFGRID3
* xyz 0 1
Li 2.35 -0.90 1.21
Li 2.59 3.29 0.23
Li -0.81 1.26 0.69
Li 3.48 1.72 2.58
C 1.60 1.10 0.42
O 0.96 2.24 0.30
O 2.84 1.13 0.70
O 0.87 0.06 0.47
C 3.53 4.15 2.89
O 3.76 5.31 3.24
O 3.82 3.70 1.68
O 2.94 3.27 3.68
C -4.27 -1.99 1.44
O -3.24 -2.52 0.64
C -2.27 -1.56 0.27
C -2.70 -0.68 -0.89
N -1.66 0.32 -1.11
C -1.98 1.19 -2.27
C -2.04 0.42 -3.64
O -1.25 -0.73 -3.64
C 0.12 -0.51 -3.94
H -3.93 -1.88 2.48
H -5.16 -2.61 1.41
H -4.57 -0.98 1.12
H -1.36 -2.14 0.10
H -1.97 -0.94 1.13
H -3.67 -0.24 -0.67
H -2.84 -1.31 -1.78
H -0.81 -0.13 -1.44
H -1.18 1.92 -2.37
H -2.93 1.67 -2.07
H -1.67 1.17 -4.35
H -3.06 0.17 -3.92
H 0.56 0.23 -3.26
H 0.25 -0.20 -4.98
H 0.62 -1.46 -3.78
C 5.29 -5.04 -2.71
O 5.01 -4.00 -1.80
C 4.37 -4.45 -0.66
C 4.08 -3.28 0.25
N 3.26 -2.19 -0.31
C 1.93 -2.72 -0.75
C 1.17 -3.50 0.28
O 0.92 -2.69 1.42
C 0.14 -3.36 2.40
H 5.87 -5.84 -2.24
H 5.84 -4.62 -3.55
H 4.38 -5.47 -3.14
H 4.94 -5.16 -0.03
H 3.46 -5.02 -0.89
H 5.03 -2.84 0.56
H 3.70 -3.65 1.21
H 3.79 -1.83 -1.09
H 2.03 -3.29 -1.68
H 1.37 -1.81 -1.00
H 1.68 -4.43 0.57
H 0.23 -3.78 -0.20
H 0.21 -4.45 2.32
H -0.91 -3.07 2.29
H 0.45 -3.00 3.37
C -2.46 5.17 -2.75
O -2.67 4.71 -1.43
C -1.47 4.59 -0.67
C -1.85 4.16 0.72
N -2.45 2.82 0.68
C -3.07 2.36 1.90
C -2.09 2.23 3.06
O -1.28 1.07 2.78
C -0.42 0.70 3.84
H -1.41 5.27 -3.00
H -2.97 6.13 -2.88
H -2.95 4.48 -3.44
H -0.91 5.53 -0.66
H -0.79 3.86 -1.13
H -2.56 4.88 1.15
H -0.97 4.14 1.36
H -2.93 2.68 -0.19
H -3.42 1.34 1.71
H -3.89 3.01 2.24
H -2.69 2.06 3.96
H -1.40 3.06 3.23
H -0.95 0.05 4.54
H 0.02 1.54 4.38
H 0.39 0.11 3.40
*
```

Values from the calculation:
**Kohn-Sham gap**: 5.141 eV
**M**: 547.35 u
**Highest occupied orbital energy**: -5.52 eV

***

Model B:
Below is a structure of composition C20H45Li4N3O12, with properties calculated with the ωB97M-V functional and the def2-TZVPD basis.

ORCA input file:
```
! wB97M-V def2-TZVPD RIJCOSX def2/J DEFGRID3
* xyz 0 1
Li 0.76 3.85 1.60
Li -0.86 -0.68 1.53
Li -1.81 2.63 0.62
Li 2.51 1.18 1.42
C 0.11 1.04 0.14
O -1.11 0.70 0.00
O 0.93 0.23 0.73
O 0.29 2.29 0.33
C -1.78 3.56 3.03
O -1.13 4.05 2.03
O -1.17 3.25 4.12
O -2.93 3.05 2.71
C -6.30 -2.74 1.89
O -5.07 -3.41 1.64
C -3.98 -2.52 1.47
C -2.75 -3.38 1.62
N -1.49 -2.74 1.18
C -1.31 -2.66 -0.29
C -1.03 -4.05 -0.90
O 0.33 -4.41 -0.73
C 1.22 -3.76 -1.64
H -7.03 -3.54 1.97
H -6.53 -2.02 1.10
H -6.23 -2.22 2.85
H -4.01 -1.65 2.15
H -4.06 -2.03 0.48
H -2.77 -4.42 1.29
H -2.74 -3.44 2.71
H -0.77 -3.39 1.48
H -0.45 -2.01 -0.45
H -2.17 -2.20 -0.79
H -1.49 -4.16 -1.88
H -1.52 -4.79 -0.27
H 1.09 -4.14 -2.66
H 2.23 -3.88 -1.27
H 0.95 -2.70 -1.72
C 3.64 2.90 -0.88
O 3.73 1.71 -0.11
C 5.01 1.11 -0.03
C 4.79 -0.28 0.51
N 4.07 -0.23 1.80
C 3.42 -1.53 2.04
C 2.46 -1.61 3.23
O 3.12 -1.85 4.45
C 2.65 -1.08 5.55
H 2.74 3.43 -0.59
H 3.58 2.60 -1.93
H 4.55 3.50 -0.83
H 5.70 1.65 0.63
H 5.44 1.01 -1.03
H 5.74 -0.80 0.67
H 4.22 -0.87 -0.21
H 4.68 -0.08 2.59
H 4.18 -2.31 2.09
H 2.68 -1.64 1.24
H 1.80 -2.47 3.02
H 1.72 -0.80 3.20
H 1.70 -1.43 5.95
H 2.59 -0.01 5.28
H 3.49 -1.08 6.26
C -3.01 4.78 -0.66
O -2.15 3.77 -1.20
C -2.05 4.00 -2.59
C -0.86 3.40 -3.31
N -0.69 2.00 -3.00
C 0.53 1.43 -3.47
C 0.67 -0.08 -3.29
O 0.23 -0.92 -4.34
C -1.18 -0.79 -4.64
H -2.49 5.74 -0.63
H -3.30 4.56 0.36
H -3.95 4.82 -1.22
H -1.95 5.07 -2.82
H -3.02 3.76 -3.06
H 0.06 3.85 -2.88
H -1.02 3.69 -4.35
H -0.99 1.73 -2.08
H 1.48 1.88 -3.13
H 0.64 1.64 -4.54
H 0.17 -0.44 -2.38
H 1.72 -0.35 -3.15
H -1.74 -0.90 -3.70
H -1.35 -1.57 -5.37
H -1.34 0.25 -4.94
*
```

Values from the calculation:
**Kohn-Sham gap**: 4.833 eV
**M**: 547.35 u
**Highest occupied orbital energy**: -5.54 eV

***

Name the most stable of them. model A.